The following is a quantum chemistry calculation of a structure of composition C41H52IN7O6PTi in a non-equilibrium geometry, from the OMol25 dataset.

Cartesian coordinates (Å):
1 I 13.5705 8.7734 12.8659
2 Ti 8.9923 12.3776 12.2072
3 P 12.6642 9.8014 15.9722
4 O 9.2487 11.9212 14.1957
5 O 6.3875 6.4042 13.8385
6 O 6.4017 7.4179 15.8324
7 O 8.5266 14.1227 12.5175
8 O 9.5803 10.3627 11.7653
9 O 6.8882 9.5785 13.6762
10 N 8.3246 15.3558 11.9728
11 N 10.8713 12.4281 9.7921
12 N 9.1753 8.1426 11.1537
13 N 9.3706 11.7792 8.2995
14 N 8.1233 17.6640 12.5695
15 N 8.6043 12.9327 10.2901
16 N 8.3696 16.2117 14.1658
17 C 15.2210 6.5920 13.7699
18 C 12.5149 13.6888 14.6884
19 C 8.0469 18.3808 11.3313
20 C 6.1650 7.4736 14.6501
21 C 13.4400 14.3239 15.5570
22 C 11.2784 9.1472 18.3734
23 C 14.5837 8.9756 17.9131
24 C 10.6146 11.4498 7.6611
25 C 9.3790 7.6736 12.5611
26 C 8.3870 15.0148 14.9876
27 C 14.2033 13.5552 16.4456
28 C 12.4419 12.3091 14.7077
29 C 9.0139 7.2226 9.9858
30 C 9.3168 9.4549 10.8988
31 C 5.7111 8.7831 14.0224
32 C 7.0940 10.7783 14.4340
33 C 14.9748 8.1560 15.6502
34 C 10.0210 11.7127 18.4719
35 C 11.5111 10.0935 17.3466
36 C 8.3285 16.3436 12.8307
37 C 11.6313 11.7967 8.7298
38 C 16.2014 7.5406 16.1863
39 C 14.0560 12.1669 16.5057
40 C 16.4083 5.9957 14.2754
41 C 11.4815 13.1891 10.9051
42 C 8.1134 11.5618 13.7166
43 C 10.4126 9.5397 19.4338
44 C 7.7642 14.1213 9.9252
45 C 15.8398 8.5064 18.3736
46 C 10.8438 11.3488 17.4115
47 C 14.6161 7.6936 14.3418
48 C 8.2684 15.4232 10.5003
49 C 9.5641 12.4558 9.4844
50 C 8.2517 17.4668 14.8836
51 C 9.8379 10.8279 19.5112
52 C 14.1539 8.8976 16.5631
53 C 16.6599 7.8172 17.4686
54 C 8.1752 18.4672 13.7886
55 C 13.0896 11.5394 15.7002
56 C 8.1369 11.5491 7.6204
57 C 16.9253 6.5327 15.4439
58 H 11.8311 11.7463 14.0080
59 H 14.9915 14.0176 17.0331
60 H 6.9949 18.4644 11.0236
61 H 9.5934 12.7034 18.4569
62 H 8.2447 10.5375 7.2011
63 H 12.4624 12.7739 11.1179
64 H 16.1093 8.7299 19.4114
65 H 8.8946 6.6851 12.6516
66 H 5.1089 9.3674 14.7333
67 H 13.5429 15.4304 15.5457
68 H 10.4524 7.5972 12.7795
69 H 9.1151 19.0772 13.8356
70 H 7.6260 16.2016 10.1240
71 H 11.7795 8.1827 18.3753
72 H 10.1543 8.8612 20.2498
73 H 6.7305 13.9364 10.2617
74 H 8.1652 7.5222 9.3782
75 H 7.2775 19.1367 13.8456
76 H 5.0777 8.6056 13.1410
77 H 8.8836 8.3875 13.2432
78 H 12.3774 12.5300 8.2930
79 H 6.2390 6.5779 12.8635
80 H 10.7686 12.0882 6.8181
81 H 7.4404 10.5134 15.4232
82 H 9.9594 7.3344 9.4280
83 H 10.8414 13.0008 11.7828
84 H 8.8589 6.1886 10.3160
85 H 14.8620 6.2420 12.7884
86 H 13.8956 9.4568 18.5884
87 H 7.7446 14.2440 8.8268
88 H 10.6467 10.4023 7.3871
89 H 17.9174 6.2265 15.8693
90 H 16.9365 5.2134 13.7202
91 H 11.0254 12.1258 16.6826
92 H 12.1717 10.8968 9.1308
93 H 7.2727 11.5754 8.3023
94 H 7.9667 12.2995 6.7960
95 H 9.4017 14.5099 14.9830
96 H 8.1921 15.3426 15.9943
97 H 7.3944 17.4635 15.5838
98 H 7.6768 14.2345 14.6622
99 H 14.6430 11.5622 17.1897
100 H 11.5941 14.2586 10.8284
101 H 8.6461 17.9520 10.4953
102 H 9.2807 11.0976 20.4056
103 H 9.1281 17.5807 15.5697
104 H 6.1621 11.3382 14.5059
105 H 9.2916 15.6843 10.1637
106 H 17.6723 7.4941 17.6805
107 H 9.0709 9.7557 9.8594
108 H 11.9477 14.3085 13.9542
109 H 8.4408 19.3724 11.5364

Force components x, y, z for each atom (eV/Å):
-0.4 0.2 0.1
0.3 -0.1 -1.0
-0.8 -0.8 -0.6
-3.1 -0.7 -1.9
-0.2 0.6 -1.2
-0.3 -0.1 -1.3
0.3 0.0 0.0
-0.4 0.4 -0.5
-0.2 0.1 -0.5
-0.3 -1.3 -1.3
-0.2 1.3 0.5
0.4 2.4 0.3
-0.1 1.6 2.3
0.8 -1.3 -0.2
0.0 0.2 0.5
0.1 -1.5 -0.1
0.3 0.0 -0.7
0.9 0.9 0.0
-0.1 0.1 -1.2
0.7 -0.1 1.2
-0.5 0.2 0.0
-1.1 1.4 0.5
0.0 0.0 -1.3
0.3 0.0 0.5
-0.4 -0.3 -0.4
1.3 -1.5 -0.3
0.3 0.0 -0.6
-0.2 -0.9 0.6
0.9 0.4 0.4
-1.0 -1.4 0.3
-0.3 0.9 -0.1
-0.8 -1.6 0.1
0.4 -1.1 0.7
0.5 -0.3 -0.5
-0.1 0.3 1.1
-1.2 3.2 2.5
2.5 -0.1 0.0
-1.0 -0.5 -1.6
-0.9 0.3 -0.4
0.2 0.7 1.2
-0.5 -1.4 -0.3
2.3 0.2 2.2
0.2 0.1 -0.3
0.0 -1.1 -0.5
-0.1 -0.2 -0.8
0.2 -0.4 0.2
0.7 -0.6 -0.3
1.4 -0.2 0.2
-0.2 -1.2 -2.4
0.3 -0.4 1.8
0.2 -1.1 0.2
1.1 0.5 1.1
-0.7 1.2 1.3
0.2 1.8 0.0
1.6 1.0 -0.3
-0.9 0.1 -0.8
0.3 0.1 -0.3
-0.2 0.1 0.0
-0.3 0.1 0.0
0.3 0.1 -0.1
-0.1 0.1 0.2
-0.5 0.4 -0.2
0.0 -0.2 0.1
0.1 -0.3 -0.5
0.3 0.5 0.0
0.1 -0.5 0.0
0.0 -1.0 0.0
-0.3 0.0 0.0
-0.9 -0.2 -0.5
-0.4 0.3 0.4
-0.2 0.1 0.0
0.4 0.0 -0.3
0.4 0.1 -0.2
0.0 0.1 0.0
0.9 -0.5 -0.1
0.5 0.3 -0.1
0.4 -0.4 -0.4
-0.6 -0.9 0.8
-0.1 -0.1 1.7
0.0 0.1 -0.9
0.2 0.1 0.5
-0.6 -0.6 -0.1
0.9 0.3 0.3
0.2 0.4 0.0
0.2 0.3 0.6
0.1 0.2 0.3
-0.1 -0.1 0.5
0.0 -0.1 -0.2
-1.2 0.1 -0.5
-0.4 0.3 0.3
0.0 -0.2 -0.1
-0.3 0.9 -0.4
0.4 0.0 -0.1
0.2 -0.8 0.7
-1.0 0.7 0.1
-0.2 -0.1 0.3
0.1 -0.2 -0.6
0.0 0.8 0.4
0.0 0.2 0.0
-0.3 0.4 -0.6
-0.4 0.3 0.8
0.0 -0.1 -0.3
-0.5 0.1 -0.8
-0.1 0.3 0.0
-0.4 -0.4 -0.2
-0.2 -0.1 0.5
0.4 -0.2 0.4
0.4 -0.6 0.6
-0.1 0.1 -0.3

Properties
Largest force on an atom ... 4.24 eV/A
Multiplicity ... 1
Net charge ... +3
Molecular weight ... 944.66 g mol⁻¹
DFT total energy ... -106553.195 eV